{
  "formula": "C40H54BrGe2N4O4STm",
  "method": "wB97M-V/def2-TZVPD",
  "spin_multiplicity": 4,
  "total_energy_ha": -10287.66115,
  "fmax_ev_per_a": 3.4,
  "orbital_gap_ha": [0.2499, 0.2904],
  "charge": 1,
  "e_lumo_ev": [-1.868, -2.784],
  "species": ["Tm", "Br", "Ge", "Ge", "S", "O", "O", "O", "O", "N", "N", "N", "N", "C", "C", "C", "C", "C", "C", "C", "C", "C", "C", "C", "C", "C", "C", "C", "C", "C", "C", "C", "C", "C", "C", "C", "C", "C", "C", "C", "C", "C", "C", "C", "C", "C", "C", "C", "C", "C", "C", "C", "C", "H", "H", "H", "H", "H", "H", "H", "H", "H", "H", "H", "H", "H", "H", "H", "H", "H", "H", "H", "H", "H", "H", "H", "H", "H", "H", "H", "H", "H", "H", "H", "H", "H", "H", "H", "H", "H", "H", "H", "H", "H", "H", "H", "H", "H", "H", "H", "H", "H", "H", "H", "H", "H", "H"],
  "xyz": [[-0.204, 0.088, 1.265], [2.996, 4.350, 0.014], [0.865, -3.785, -1.755], [-0.432, -2.962, -3.600], [-1.252, 5.730, -4.680], [1.336, 1.899, 0.880], [1.849, -1.141, 1.507], [-3.034, 5.242, -2.822], [0.906, 1.451, 2.990], [-0.711, -1.041, 3.272], [-1.606, 2.074, 0.676], [-2.843, 0.396, 2.546], [-2.033, -1.721, 0.695], [-3.451, -1.612, 1.102], [1.502, 2.133, 2.094], [-3.504, -0.877, 2.491], [2.685, -3.138, -1.093], [-2.832, 5.904, -3.784], [0.346, 3.014, -2.108], [5.409, -2.596, -1.096], [-1.602, -4.875, -0.538], [-1.081, 1.753, -3.624], [-2.153, -2.034, -3.106], [-1.324, -0.300, 4.410], [0.514, -1.671, -4.730], [3.558, -3.944, -0.280], [-0.209, 1.817, -2.497], [-2.621, 2.563, 1.639], [-3.745, 6.949, -4.351], [4.158, -0.300, 1.499], [-0.792, -4.491, -4.750], [3.066, -0.991, 2.258], [0.198, -0.383, -0.967], [-0.577, -4.813, 2.064], [-1.379, 2.959, -4.289], [3.360, 4.149, 4.687], [0.022, 4.194, -2.781], [-0.320, -4.332, -0.325], [2.469, 3.165, 2.640], [4.558, -1.904, -1.929], [4.076, 4.931, 2.562], [2.551, 3.219, 4.039], [4.205, 4.941, 3.906], [-2.334, -5.450, 0.483], [-1.812, -5.408, 1.799], [-2.406, 0.626, 3.933], [3.171, 4.091, 1.915], [3.202, -2.089, -1.856], [-0.819, 4.142, -3.869], [4.908, -3.551, -0.199], [-3.587, 1.488, 1.956], [0.172, -4.267, 1.007], [0.012, 0.606, -1.696], [1.952, -1.546, 0.602], [1.221, -0.945, -4.272], [-1.829, -1.282, -2.381], [-1.955, 1.794, -0.192], [3.463, 4.091, 5.732], [-3.147, 7.789, -4.750], [-3.917, -2.606, 1.245], [-4.522, 7.201, -3.700], [-0.553, 0.241, 4.910], [6.494, -2.450, -1.023], [4.967, -1.179, -2.621], [-4.009, 1.187, 1.028], [-3.239, 0.547, 4.663], [-0.232, -4.700, 3.037], [-3.297, -5.897, 0.276], [2.560, -1.373, -2.349], [-2.015, 1.605, 3.964], [-4.329, 6.543, -5.202], [-3.111, -1.597, 3.253], [3.248, -4.875, 0.125], [4.792, 0.338, 2.110], [4.617, 5.667, 1.993], [-3.953, -1.067, 0.388], [1.073, 3.007, -1.290], [-2.507, -1.461, -3.998], [-0.014, -5.239, -4.828], [1.270, -2.164, -5.388], [3.334, -2.026, 2.548], [-1.514, 0.848, -3.961], [-1.696, -4.996, -4.410], [-1.600, -2.602, 0.914], [5.608, -4.120, 0.455], [0.204, -1.378, 3.534], [-2.225, 3.044, -5.013], [-2.970, -2.613, -2.675], [-4.449, 1.793, 2.599], [4.722, -0.958, 0.833], [1.954, 2.520, 4.558], [-3.195, 3.360, 1.190], [-0.874, 2.816, 0.511], [2.777, -0.364, 3.122], [-0.959, -4.093, -5.723], [-2.074, 2.883, 2.538], [-1.757, -1.031, 5.145], [-1.889, -1.713, -0.283], [-1.888, -4.847, -1.568], [-1.174, -1.894, 2.971], [-4.605, -0.688, 2.728], [-2.422, -5.895, 2.587], [0.575, 5.078, -2.480], [1.144, -3.876, 1.204], [4.916, 5.627, 4.303], [3.660, 0.376, 0.797], [-0.065, -1.074, -5.356]],
  "mulliken_spin": [2.07, 0.00, 0.63, 0.06, 0.00, 0.00, 0.01, 0.00, 0.00, 0.00, 0.00, 0.00, -0.01, 0.00, 0.00, 0.00, 0.07, 0.00, 0.00, 0.03, -0.01, 0.00, 0.02, 0.00, 0.00, 0.01, 0.00, 0.00, 0.00, 0.00, 0.01, 0.00, -0.02, -0.02, 0.00, 0.00, 0.00, 0.03, 0.00, 0.00, 0.00, 0.00, 0.00, -0.02, 0.07, 0.00, 0.00, 0.04, 0.00, -0.01, 0.00, 0.06, 0.00, -0.02, 0.00, -0.01, 0.00, 0.00, 0.00, 0.00, 0.00, 0.00, 0.00, 0.00, 0.00, 0.00, 0.00, 0.00, -0.01, 0.00, 0.00, 0.00, 0.02, 0.00, 0.00, 0.00, 0.00, 0.00, 0.00, 0.00, 0.00, 0.00, 0.00, -0.01, 0.00, 0.00, 0.00, 0.00, 0.00, 0.00, 0.00, 0.00, 0.00, 0.00, 0.00, 0.00, 0.00, 0.00, 0.00, 0.00, 0.00, 0.00, 0.00, 0.01, 0.00, 0.00, 0.00]
}

---

{
  "formula": "C4H11N4O2",
  "method": "wB97M-V/def2-TZVPD",
  "spin_multiplicity": 3,
  "total_energy_ha": -527.89221,
  "fmax_ev_per_a": 5.0,
  "orbital_gap_ha": [0.3413, 0.2254],
  "charge": 1,
  "e_lumo_ev": [-3.578, -7.310],
  "species": ["O", "O", "N", "N", "N", "N", "C", "C", "C", "C", "H", "H", "H", "H", "H", "H", "H", "H", "H", "H", "H"],
  "xyz": [[-2.596, -0.849, 0.759], [-3.239, -0.325, -1.262], [-0.346, -0.575, 0.868], [0.461, 1.447, 0.175], [-0.460, 0.525, 0.096], [-3.038, 0.039, 0.064], [0.390, -1.453, -0.039], [1.691, -0.670, -0.248], [-3.077, 1.292, 0.336], [1.503, 0.811, -0.672], [0.466, -2.367, 0.490], [0.206, -0.313, 1.797], [1.267, 0.972, -1.726], [-0.289, -1.669, -0.888], [2.411, 1.456, -0.490], [2.427, -0.660, 0.676], [0.598, 1.684, 1.188], [-3.287, 1.942, -0.399], [-2.667, 1.631, 1.186], [-3.303, -1.229, -1.401], [2.158, -1.309, -0.957]],
  "mulliken_spin": [0.29, -0.02, 0.38, 0.14, 0.78, -0.08, 0.07, 0.01, 0.29, 0.07, 0.01, 0.02, 0.01, -0.01, 0.01, 0.00, 0.00, 0.00, 0.01, 0.00, 0.01]
}

---

{
  "formula": "C24H58CoP2Si4",
  "method": "wB97M-V/def2-TZVPD",
  "spin_multiplicity": 4,
  "total_energy_ha": -4172.37877,
  "fmax_ev_per_a": 3.9,
  "orbital_gap_ha": [0.1557, 0.2262],
  "charge": 0,
  "e_lumo_ev": [0.211, 0.178],
  "species": ["Co", "P", "P", "Si", "Si", "Si", "Si", "C", "C", "C", "C", "C", "C", "C", "C", "C", "C", "C", "C", "C", "C", "C", "C", "C", "C", "C", "C", "C", "C", "C", "C", "H", "H", "H", "H", "H", "H", "H", "H", "H", "H", "H", "H", "H", "H", "H", "H", "H", "H", "H", "H", "H", "H", "H", "H", "H", "H", "H", "H", "H", "H", "H", "H", "H", "H", "H", "H", "H", "H", "H", "H", "H", "H", "H", "H", "H", "H", "H", "H", "H", "H", "H", "H", "H", "H", "H", "H", "H", "H"],
  "xyz": [[0.429, 0.568, 0.345], [1.777, 2.280, 0.973], [0.284, -1.095, -1.047], [-3.568, 0.298, 2.744], [-2.461, -2.557, 1.175], [-3.727, 0.591, -0.634], [-2.163, -0.330, 0.798], [-0.473, -1.262, -2.665], [-3.248, 2.378, -0.937], [6.265, -0.285, -1.227], [2.404, 0.902, -0.204], [-4.068, -3.204, 1.870], [1.158, -2.564, -0.435], [4.215, -1.446, -2.269], [4.995, 1.802, -1.647], [5.412, 0.859, -0.775], [-3.719, -0.354, -2.241], [5.100, 0.338, -3.764], [-2.294, -3.412, -0.477], [2.827, 2.210, 2.451], [-3.823, 2.172, 2.795], [4.003, -0.549, -3.252], [-2.569, -0.263, 4.241], [-5.315, -0.355, 3.057], [-5.546, 0.579, -0.194], [5.554, -1.614, -1.626], [5.283, 1.734, -3.110], [-1.089, -3.007, 2.367], [-0.213, 1.981, 1.687], [1.654, 3.810, -0.012], [1.612, 0.245, -1.374], [-1.348, -3.246, -1.003], [-2.606, -1.352, 4.379], [-5.355, -1.442, 3.202], [-0.572, 1.360, 2.546], [4.889, 0.542, -4.827], [-4.608, -0.015, -2.798], [3.062, 0.182, 0.326], [-4.072, -4.276, 1.619], [-1.131, 2.424, 1.216], [-0.650, -0.261, -3.081], [-1.043, -4.103, 2.299], [-6.020, -0.083, 2.261], [2.336, -0.375, -1.914], [4.626, 2.454, -3.629], [-4.946, -2.729, 1.422], [-5.860, -0.422, 0.128], [1.075, 4.537, 0.582], [-3.955, 2.783, -1.679], [6.260, -2.122, -2.313], [3.471, -2.178, -1.957], [6.940, -0.553, -0.399], [1.110, 3.596, -0.949], [-2.873, 2.697, 2.950], [-3.799, -1.437, -2.085], [5.455, -2.256, -0.742], [6.320, 2.041, -3.331], [-1.433, -1.777, -2.581], [-4.477, 2.383, 3.661], [-3.289, 2.994, -0.034], [0.243, 2.875, 2.208], [3.013, 1.159, 2.741], [-2.382, -4.470, -0.183], [3.067, -0.523, -3.829], [-5.791, 1.310, 0.579], [-4.094, -3.091, 2.961], [2.265, 2.707, 3.251], [-3.029, 0.202, 5.127], [0.424, -3.302, -0.081], [-6.096, 0.834, -1.113], [-0.119, -2.577, 2.086], [6.931, 0.025, -2.039], [-5.665, 0.119, 3.988], [1.781, -3.014, -1.221], [-1.518, 0.046, 4.199], [3.111, 1.537, -0.739], [-2.235, 2.422, -1.356], [1.800, -2.299, 0.426], [-2.823, -0.128, -2.829], [-4.313, 2.587, 1.903], [3.798, 2.722, 2.328], [5.229, 0.935, 0.303], [2.638, 4.258, -0.256], [4.504, 2.732, -1.339], [0.175, -1.819, -3.348], [6.065, -0.191, -3.775], [-1.327, -2.706, 3.392], [1.273, 0.977, -2.130], [-3.133, -3.147, -1.133]],
  "mulliken_spin": [1.94, 0.44, 0.12, 0.02, 0.00, -0.03, 0.06, 0.01, 0.01, 0.00, 0.15, 0.01, 0.00, 0.00, 0.02, 0.00, 0.00, 0.00, 0.01, 0.00, 0.02, 0.00, 0.00, 0.03, 0.02, 0.00, 0.00, 0.01, 0.35, 0.00, -0.05, 0.00, 0.00, 0.00, -0.01, 0.00, 0.00, 0.00, 0.00, -0.01, 0.00, 0.00, 0.00, 0.01, 0.00, 0.00, 0.00, 0.00, 0.00, 0.00, 0.01, 0.00, 0.00, -0.01, 0.00, 0.00, 0.00, 0.00, 0.00, 0.00, -0.01, -0.01, 0.00, 0.00, 0.00, 0.00, 0.01, 0.00, 0.00, 0.00, 0.00, 0.00, 0.00, 0.00, 0.00, -0.11, 0.00, 0.00, 0.00, 0.00, 0.03, 0.00, 0.01, -0.01, 0.00, 0.00, 0.00, -0.05, 0.00]
}